Entry 1:
The following is a quantum chemistry calculation of a structure of composition C40H42IrN4O4SSb in a non-equilibrium geometry, from the Open Molecules 2025 dataset.

Geometry (Å):
1 Ir 0.6334 -0.9165 -0.8258
2 C -3.0025 1.2245 4.6973
3 O -1.9103 1.8086 5.3974
4 C -0.9483 2.5128 4.7449
5 C -0.4032 3.5721 5.4713
6 C 0.6120 4.3512 4.9532
7 C 1.0960 4.1013 3.6748
8 C 0.5591 3.0598 2.9439
9 C -0.4416 2.2397 3.4702
10 N -0.9261 1.1350 2.7000
11 C -0.1138 0.4522 1.8241
12 N 1.0778 0.1235 2.3418
13 C 2.1641 -0.6392 1.8572
14 C 2.1236 -1.2927 0.6181
15 C 3.1796 -2.1436 0.2934
16 C 4.2807 -2.2962 1.1162
17 C 4.3479 -1.5816 2.2932
18 C 3.2988 -0.7613 2.6904
19 O 3.5649 -0.1489 3.8858
20 C 2.6517 0.5156 4.7406
21 N -0.5307 0.1139 0.6284
22 C -1.7268 0.7156 0.1256
23 C -1.9235 2.0899 0.0577
24 C -3.0044 2.6263 -0.6389
25 C -3.8017 1.7882 -1.3958
26 C -3.5309 0.4158 -1.4289
27 C -2.6906 -0.1208 -0.4657
28 O -2.5640 -1.4547 -0.2574
29 C -3.5966 -2.2921 -0.7541
30 H -3.7649 1.0348 5.4481
31 H -2.7272 0.2836 4.2238
32 H -3.4084 1.9221 3.9583
33 H -0.8106 3.7606 6.4555
34 H 1.0117 5.1677 5.5392
35 H 1.8771 4.7161 3.2494
36 H 0.9170 2.8636 1.9392
37 H -1.8735 1.2243 2.3638
38 H 1.1565 0.4207 3.2973
39 H 3.1167 -2.7374 -0.6078
40 H 5.0833 -2.9707 0.8463
41 H 5.2003 -1.6516 2.9546
42 H 3.2141 0.7384 5.6433
43 H 1.8128 -0.1289 5.0249
44 H 2.3012 1.4658 4.3265
45 H -1.1877 2.7541 0.4964
46 H -3.1788 3.6935 -0.6218
47 H -4.5894 2.1914 -2.0182
48 H -4.3586 -0.2089 -1.7428
49 H -3.3996 -3.2831 -0.3512
50 H -3.5830 -2.3385 -1.8462
51 H -4.5788 -1.9573 -0.4128
52 O -0.2419 -2.5781 0.7994
53 N -0.6373 -3.7066 0.2907
54 C -1.2812 -4.5958 1.0867
55 C -1.7092 -5.8017 0.5967
56 C -1.4568 -6.1294 -0.7327
57 C -0.7995 -5.2189 -1.5290
58 C -0.4161 -3.9834 -1.0115
59 S 0.2988 -2.7948 -2.0695
60 H -1.3999 -4.2582 2.1044
61 H -2.2320 -6.4786 1.2563
62 H -1.7741 -7.0799 -1.1373
63 H -0.5762 -5.4312 -2.5654
64 C 3.6406 -2.4516 -3.1707
65 Sb 2.5083 -0.7661 -2.5497
66 C 4.0354 0.5683 -1.9362
67 C 1.9979 -0.0291 -4.4682
68 H 4.3235 -2.0909 -3.9398
69 H 2.9868 -3.2145 -3.5859
70 H 4.2094 -2.8719 -2.3468
71 H 4.0520 1.4147 -2.6202
72 H 4.9862 0.0391 -1.9713
73 H 3.8568 0.9138 -0.9214
74 H 2.9067 0.3868 -4.9020
75 H 1.2326 0.7370 -4.3973
76 H 1.6346 -0.8436 -5.0933
77 C -2.7508 1.4760 -5.0344
78 C -2.6567 0.2130 -4.4201
79 C -1.8803 0.0337 -3.3012
80 C -0.8857 0.9970 -2.9630
81 C 0.1589 0.7832 -2.0064
82 C 0.9703 1.8439 -1.6781
83 C 0.8117 3.1319 -2.2325
84 C -0.1533 3.3444 -3.1682
85 C -1.0109 2.2850 -3.5550
86 C -1.9845 2.5031 -4.5630
87 H -3.4248 1.6310 -5.8665
88 H -3.2893 -0.5964 -4.7641
89 H -1.6159 -1.0012 -3.0916
90 H 1.7454 1.7134 -0.9280
91 H 1.4696 3.9349 -1.9242
92 H -0.2808 4.3163 -3.6289
93 H -2.0734 3.4968 -4.9855

The calculation puts the HOMO-LUMO gap (spin up / spin down) at 6.29 / 6.75 eV. The value obtained for the relative energy (zero: lowest compared OMol25 entry of this formula, charge and spin) is 328.4 kJ/mol. Its total charge is +1. Its HOMO energy (spin up / spin down) is -9.44 / -9.95 eV. As for the lowest unoccupied orbital energy (spin up / spin down): -3.153 / -3.203 eV. As for the spin multiplicity: 2.

Entry 2:
The following is a quantum chemistry calculation of a cluster of 2 separate species, C40H42N3O2 in total in a non-equilibrium geometry, from the Open Molecules 2025 dataset.

Geometry (Å):
1 C -0.0355 -3.1085 3.9354
2 N -0.1291 -1.9664 3.0544
3 C -1.1619 -1.0718 3.1511
4 O -2.1089 -1.1507 3.9289
5 C -0.9009 0.0380 2.1457
6 C -0.7252 1.3851 2.8346
7 C 0.3739 1.3420 3.8679
8 C 0.0974 0.8965 5.1651
9 C 1.1102 0.8265 6.1200
10 C 2.4162 1.2042 5.7837
11 C 2.6897 1.6784 4.4958
12 C 1.6659 1.7691 3.5509
13 N 0.2983 -0.4260 1.4480
14 C 0.9732 0.3435 0.5614
15 C 2.1720 -0.0394 -0.0348
16 C 3.0274 0.8442 -0.6937
17 C 4.3392 0.4362 -1.1367
18 C 5.4050 1.3705 -1.2126
19 C 6.6507 1.0051 -1.7037
20 C 6.9023 -0.3249 -2.0675
21 C 5.8911 -1.2845 -1.9234
22 C 4.6243 -0.9170 -1.4747
23 C 0.8538 -1.6774 2.0203
24 C 1.0089 -2.8003 1.0405
25 C 0.0004 -3.1869 0.2362
26 C 0.1179 -4.2095 -0.7880
27 C -1.0427 -4.6542 -1.4666
28 C -0.9570 -5.6306 -2.4545
29 C 0.2886 -6.1800 -2.7957
30 C 1.4465 -5.7434 -2.1368
31 C 1.3695 -4.7690 -1.1409
32 H -0.9214 -3.1268 4.5777
33 H 0.0143 -4.0363 3.3544
34 H 0.8620 -3.0377 4.5649
35 H -1.7480 0.0517 1.4407
36 H -0.5258 2.1524 2.0793
37 H -1.6846 1.6032 3.3222
38 H -0.9236 0.5940 5.4182
39 H 0.8779 0.4704 7.1255
40 H 3.2130 1.1373 6.5273
41 H 3.7012 1.9839 4.2216
42 H 1.8676 2.1652 2.5515
43 H 0.5292 1.3205 0.3512
44 H 2.4716 -1.0870 0.0655
45 H 2.8044 1.9082 -0.6456
46 H 5.2201 2.3950 -0.8760
47 H 7.4331 1.7618 -1.8034
48 H 7.8802 -0.6100 -2.4507
49 H 6.0924 -2.3304 -2.1644
50 H 3.8326 -1.6657 -1.3793
51 H 1.8357 -1.4815 2.4881
52 H 1.9720 -3.3195 1.0687
53 H -0.9917 -2.7335 0.3548
54 H -2.0019 -4.2129 -1.1893
55 H -1.8626 -5.9656 -2.9626
56 H 0.3553 -6.9435 -3.5717
57 H 2.4185 -6.1637 -2.4006
58 H 2.2709 -4.4205 -0.6295
59 C 5.4279 5.1045 -2.9331
60 C 5.5404 3.9501 -3.7228
61 C 4.4834 3.0525 -3.8027
62 C 3.2865 3.2620 -3.0735
63 C 2.2413 2.2534 -3.0718
64 C 0.9507 2.5038 -2.6600
65 N -0.1582 1.8167 -3.0436
66 C -1.4400 2.3078 -2.5157
67 C -2.4996 1.2233 -2.6417
68 O -2.5649 0.7312 -3.9808
69 C -1.3349 0.1502 -4.4122
70 C -0.1739 1.1406 -4.3444
71 C 3.1567 4.4773 -2.3552
72 C 4.2256 5.3675 -2.2647
73 H 6.2674 5.7951 -2.8511
74 H 6.4632 3.7501 -4.2722
75 H 4.5610 2.1549 -4.4254
76 H 2.4661 1.3217 -3.5920
77 H 0.7577 3.2740 -1.9116
78 H -1.2985 2.5788 -1.4644
79 H -1.7774 3.2008 -3.0767
80 H -2.2717 0.4119 -1.9221
81 H -3.5000 1.6408 -2.4503
82 H -1.0827 -0.7412 -3.8078
83 H -1.5275 -0.1379 -5.4561
84 H -0.3064 1.8745 -5.1656
85 H 0.7716 0.6132 -4.4943
86 H 2.2055 4.7120 -1.8721
87 H 4.1179 6.2793 -1.6726

The calculation puts the HOMO-LUMO gap at 5.34 eV. The value obtained for the relative energy (zero: lowest compared OMol25 entry of this formula, charge and spin) is 0.0 kJ/mol. Its total charge is +1. Its HOMO energy is -9.73 eV. As for the lowest unoccupied orbital energy: -4.390 eV.